1.
DFT (ωB97M-V/def2-TZVPD) results for 2 unconnected molecules or ions with the total composition C3H9NOS.

Summary:
SMILES ... NCC=O.CS
Calculated total energy ... -17628.9328 eV
Energy relative to the best compared isomer or geometry (same formula, charge and spin) ... 1.272 eV

ORCA input file:
```
! RIJCOSX wB97M-V def2-TZVPD def2/J DEFGRID3
* xyz 0 1
N 0.57632 0.79387 0.08639
C 0.17985 0.59738 1.46949
C 1.11383 1.20592 2.48257
O 1.97593 1.98561 2.20026
H 0.66560 1.78735 -0.09176
H 1.51424 0.43922 -0.03423
H 0.13941 -0.48091 1.66502
H -0.82517 0.97224 1.65615
H 0.89490 0.97266 3.54159
C -1.07360 -1.69760 -2.54477
S -1.75926 -0.86400 -1.08089
H -0.80171 -0.95156 -3.29082
H -0.19430 -2.28948 -2.30048
H -1.81453 -2.35771 -2.98469
H -0.59150 -0.11297 -0.77383
*
```

2.
DFT (ωB97M-V/def2-TZVPD) results for 2 unconnected molecules or ions with the total composition C3H10N2.

Summary:
SMILES ... C=N.CNC
Calculated total energy ... -6251.5224 eV
Energy relative to the best compared isomer or geometry (same formula, charge and spin) ... 1.906 eV

ORCA input file:
```
! RIJCOSX wB97M-V def2-TZVPD def2/J DEFGRID3
* xyz 0 1
C -3.67652 -0.13555 0.25987
N -3.76842 -1.37993 0.41328
H -4.16252 0.37834 -0.57435
H -3.32978 0.67200 0.91909
H -3.13640 -1.73733 1.13306
C 2.67630 1.07915 0.77361
N 1.93108 0.03006 0.00542
C 2.20798 0.05020 -1.40360
H 2.28615 1.09344 1.78444
H 3.71091 0.73581 0.81167
H 2.46351 1.99068 0.21716
H 0.95086 0.03941 0.23526
H 1.45538 -0.45036 -2.00882
H 3.16257 -0.43535 -1.65595
H 2.31947 1.04324 -1.85458
*
```

3.
DFT (ωB97M-V/def2-TZVPD) results for a gas-phase ion, C7H7N2O4P (charge -2).

Summary:
SMILES ... Cc1ccccc1/N=[N+](/[O-])P(=O)([O-])[O-]
Calculated total energy ... -27830.4674 eV
Energy relative to the best compared isomer or geometry (same formula, charge and spin) ... 0.501 eV

ORCA input file:
```
! RIJCOSX wB97M-V def2-TZVPD def2/J DEFGRID3
* xyz -2 1
C -1.76545 -0.32479 0.78093
C -0.41479 -0.09098 0.25578
C -0.13291 -0.65678 -1.05087
C 1.08334 -0.41369 -1.56836
C 2.11570 0.16103 -0.79745
C 1.81555 0.67203 0.41012
C 0.53150 0.65286 0.95115
N 0.49435 0.90887 2.30797
N 0.30347 2.00780 2.83791
O 0.58312 1.99812 4.17387
P -0.79998 3.22408 1.84556
O -2.17739 2.64608 2.27499
O -0.41199 4.57273 2.27856
O -0.34091 2.79251 0.45027
H -2.24426 0.67430 0.76910
H -2.51139 -0.94277 0.27219
H -1.66218 -0.89321 1.78694
H -0.92140 -1.14129 -1.58821
H 1.36577 -0.96638 -2.56219
H 3.20120 0.09344 -1.11506
H 2.51748 1.12132 1.11979
*
```

- Which of these has the highest calculated total energy?
  C3H10N2

- Among the records above, which one has the lowest energy relative to the best compared isomer or geometry (same formula, charge and spin)?
  C7H7N2O4P

- Number 2 is which compound?
  C3H10N2

- Look up the energy relative to the best compared isomer or geometry (same formula, charge and spin) of the first one.
  1.272 eV